The following is a DFT calculation (wB97M-V/def2-TZVPD) of 8 unconnected molecules or ions with the total composition C24H64O24S8.

Structure (XYZ):
```
120
Properties=species:S:1:pos:R:3:forces:R:3
O 18.304 28.637 -6.907 -0.20 -0.01 -0.27
S 18.588 29.411 -5.743 0.25 -0.37 0.98
O 19.884 29.981 -5.580 0.19 0.39 0.02
O 17.538 30.577 -5.572 -0.01 0.23 -0.28
C 16.174 30.352 -6.036 0.11 -1.76 0.04
C 15.231 30.941 -5.038 0.28 2.50 0.46
C 18.204 28.447 -4.306 -1.41 -0.27 -0.10
H 16.009 29.270 -6.098 0.09 0.03 0.09
H 16.131 30.675 -7.074 -0.28 0.62 0.20
H 14.208 31.088 -5.377 0.00 -0.50 -0.23
H 15.572 31.973 -4.851 -0.07 0.01 -0.29
H 15.244 30.570 -4.015 0.06 -0.93 -0.33
H 17.320 27.874 -4.596 0.26 -0.36 -0.04
H 17.799 29.045 -3.491 0.65 0.38 0.04
H 19.000 27.789 -3.984 0.20 0.15 -0.17
O 16.095 26.837 2.144 0.20 0.26 0.13
S 16.455 26.039 1.023 -1.32 -0.20 -0.11
O 17.755 25.453 0.918 0.45 0.15 -0.24
O 15.381 24.845 1.034 0.14 0.15 0.20
C 15.700 23.594 0.406 0.33 -0.67 -0.44
C 14.735 23.302 -0.734 -0.01 1.09 0.09
C 16.002 26.830 -0.498 0.53 -0.45 -0.64
H 15.689 22.827 1.182 -0.18 0.09 0.08
H 16.709 23.623 -0.002 0.03 0.10 0.23
H 13.737 23.640 -0.449 -0.12 -0.36 0.00
H 14.733 22.268 -1.066 0.06 0.00 0.27
H 15.026 23.937 -1.576 -0.09 -0.18 -0.15
H 16.906 27.233 -0.946 0.00 0.14 0.14
H 15.234 27.594 -0.441 -0.03 -0.06 0.54
H 15.647 26.026 -1.141 0.01 0.10 -0.07
O 18.588 28.647 -0.396 -0.15 -0.35 0.04
S 19.996 28.671 -0.616 -0.46 1.54 0.46
O 20.627 27.686 -1.423 0.38 -0.36 -0.29
O 20.215 30.121 -1.237 0.21 -0.46 0.37
C 21.474 30.469 -1.819 0.60 0.33 -2.22
C 21.780 31.901 -1.456 -0.68 0.37 1.01
C 20.807 28.858 0.949 -0.23 -0.72 -0.46
H 21.322 30.383 -2.902 -0.11 0.17 0.03
H 22.304 29.774 -1.669 -0.28 -0.14 0.86
H 21.964 31.942 -0.378 0.20 0.18 -0.07
H 20.887 32.509 -1.620 -0.06 -0.13 -0.06
H 22.575 32.426 -1.979 0.28 -0.58 -0.18
H 20.550 27.940 1.477 0.19 0.07 0.19
H 20.376 29.722 1.441 0.04 0.05 0.00
H 21.877 28.931 0.776 0.03 0.05 0.13
O 23.525 26.486 -2.569 -0.07 0.28 0.12
S 23.693 26.724 -3.968 -0.28 -0.62 -0.43
O 25.006 26.968 -4.479 0.23 0.29 0.05
O 23.093 25.481 -4.765 -0.11 -0.03 -0.01
C 23.928 24.298 -4.771 0.31 -0.03 0.90
C 24.393 23.948 -6.149 -1.40 -1.29 -0.50
C 22.594 27.951 -4.595 0.12 0.13 0.29
H 23.355 23.486 -4.317 -0.35 0.05 -0.36
H 24.741 24.412 -4.048 0.21 0.36 -0.29
H 24.859 22.960 -6.079 0.85 0.42 -0.06
H 24.900 24.706 -6.733 0.50 0.01 0.39
H 23.516 23.646 -6.739 -0.13 0.49 0.01
H 21.574 27.833 -4.243 0.05 -0.24 0.10
H 22.645 27.912 -5.678 0.03 0.11 -0.02
H 22.991 28.888 -4.209 -0.01 0.10 -0.17
O 15.015 16.400 -3.299 -0.22 0.26 -0.07
S 16.304 17.027 -3.294 -0.35 -0.23 -0.11
O 16.390 18.453 -3.164 0.13 0.14 0.05
O 17.140 16.345 -2.141 0.37 -0.19 -0.15
C 16.569 16.348 -0.781 0.51 0.32 -1.12
C 17.335 15.279 -0.049 0.32 0.20 0.10
C 17.213 16.472 -4.720 -0.36 -0.57 1.41
H 15.497 16.200 -0.890 -0.01 -0.15 0.27
H 16.800 17.352 -0.428 -0.29 -0.08 0.45
H 16.970 15.196 0.974 0.02 -0.16 -0.01
H 18.389 15.562 -0.029 -0.04 0.09 0.19
H 17.319 14.319 -0.561 -0.45 -0.03 0.05
H 16.891 15.435 -4.800 -0.11 0.07 -0.49
H 18.260 16.435 -4.431 0.15 0.55 -0.42
H 16.891 17.117 -5.531 0.30 -0.06 -0.19
O 15.471 18.981 -6.637 -0.28 -0.29 -0.39
S 14.884 20.161 -6.096 0.39 0.39 1.22
O 14.025 21.051 -6.809 0.04 -0.15 -0.76
O 14.074 19.689 -4.817 0.44 -0.06 -0.08
C 13.209 20.632 -4.187 -1.47 0.66 0.16
C 13.269 20.509 -2.685 1.37 0.16 0.13
C 16.205 21.141 -5.418 -0.61 -0.15 0.46
H 12.194 20.509 -4.576 0.07 -0.54 0.08
H 13.384 21.680 -4.447 0.71 -0.17 -0.20
H 14.267 20.850 -2.377 -0.11 0.00 -0.07
H 13.237 19.496 -2.290 -0.62 -0.07 -0.21
H 12.570 21.206 -2.227 -0.25 -0.28 0.06
H 16.605 20.689 -4.512 -0.05 -0.35 -0.15
H 15.724 22.075 -5.135 0.42 0.30 -0.26
H 16.973 21.207 -6.182 -0.04 0.38 -0.04
O 14.841 28.002 -4.160 0.21 0.36 0.14
S 14.119 26.769 -4.148 -0.55 -0.64 -0.76
O 13.950 26.018 -2.957 0.24 -0.25 0.40
O 12.629 27.008 -4.662 0.00 0.35 0.11
C 12.305 28.238 -5.343 -0.25 0.14 -0.31
C 11.901 29.339 -4.368 0.84 -0.70 0.47
C 14.674 25.738 -5.481 -0.08 0.33 -0.18
H 11.498 27.994 -6.032 -0.05 -0.21 0.16
H 13.159 28.527 -5.959 -0.01 0.13 0.08
H 11.588 28.906 -3.416 -0.43 -0.20 -0.24
H 11.107 29.962 -4.767 0.20 0.29 0.00
H 12.822 29.847 -4.086 -0.29 0.62 -0.19
H 15.540 25.147 -5.199 -0.10 -0.08 0.22
H 14.939 26.380 -6.321 0.01 0.11 0.08
H 13.794 25.170 -5.768 0.22 -0.41 0.09
O 18.402 23.548 -4.512 0.22 -0.16 -0.01
S 18.137 24.245 -3.293 -0.28 0.55 0.36
O 17.048 25.173 -3.239 -0.23 0.02 -0.15
O 17.814 23.203 -2.123 0.11 -0.19 -1.16
C 18.466 21.931 -2.195 1.68 -1.31 0.85
C 17.704 20.956 -1.334 -1.31 0.61 0.65
C 19.530 25.118 -2.643 -0.96 -0.39 0.62
H 19.508 22.038 -1.860 -0.22 0.27 0.51
H 18.659 21.460 -3.163 -0.94 0.77 -0.54
H 18.210 20.016 -1.140 0.09 -0.04 -0.37
H 16.711 20.800 -1.767 0.27 -0.50 -0.35
H 17.415 21.377 -0.365 0.62 0.18 0.06
H 20.387 24.464 -2.522 0.24 0.24 -0.29
H 19.140 25.416 -1.667 0.29 0.00 0.13
H 19.636 26.033 -3.209 0.48 -0.23 -0.29
```
Forces are in eV/Å.

Its HOMO energy is -0.39681 Ha. As for the total energy: -161743.8755 eV. Its SMILES is CCOS(C)(=O)=O.CCOS(C)(=O)=O.CCOS(C)(=O)=O.CCOS(C)(=O)=O.CCOS(C)(=O)=O.CCOS(C)(=O)=O.CCOS(C)(=O)=O.CCOS(C)(=O)=O. Its HOMO-LUMO gap is 11.1 eV.

---

The following is a DFT calculation (wB97M-V/def2-TZVPD) of 8 unconnected molecules or ions with the total composition C24H64O8.

Structure (XYZ):
```
96
Properties=species:S:1:pos:R:3:forces:R:3
C -1.389 -5.021 3.429 -0.26 0.22 -0.56
C -1.371 -3.598 2.915 0.21 0.75 -0.57
C -1.158 -3.399 1.427 -0.17 -2.20 0.20
O -2.627 -2.922 3.143 -0.09 -1.17 1.36
H -0.375 -5.414 3.388 -0.10 -0.26 -0.04
H -2.092 -5.622 2.848 0.24 -0.13 -0.15
H -1.739 -5.066 4.452 0.09 0.08 0.47
H -0.607 -3.024 3.460 0.04 -0.16 -0.05
H -0.249 -3.846 1.057 0.55 -0.26 0.11
H -1.066 -2.367 1.280 -0.25 1.56 -0.64
H -1.966 -3.886 0.837 0.26 0.68 0.43
H -2.916 -3.364 3.963 -0.49 0.80 -0.39
C 0.772 5.766 0.188 0.83 -0.16 -1.55
C 1.736 5.191 1.179 0.74 0.07 1.49
C 2.288 6.232 2.189 -0.80 -0.50 -0.71
O 1.143 4.146 1.969 -0.14 0.16 -0.56
H 0.333 4.922 -0.342 -0.30 -0.03 -0.11
H 1.348 6.319 -0.601 -0.59 -0.10 0.74
H -0.016 6.369 0.602 -0.22 0.32 0.31
H 2.623 4.817 0.643 -0.25 -0.28 -0.09
H 3.012 5.778 2.851 0.04 -0.21 0.24
H 1.432 6.613 2.760 0.33 0.12 0.01
H 2.797 7.027 1.649 -0.11 0.23 -0.02
H 0.575 3.581 1.396 0.54 0.31 0.22
C 2.786 3.075 -3.849 -0.48 -1.81 -1.27
C 3.796 4.018 -3.284 0.54 0.70 -0.60
C 5.247 3.555 -3.222 0.30 -0.54 -1.06
O 3.722 5.264 -3.990 0.01 0.58 -0.06
H 2.824 3.005 -4.951 0.36 0.25 0.25
H 1.734 3.303 -3.660 0.24 0.39 0.41
H 2.938 2.031 -3.531 0.05 0.30 0.25
H 3.479 4.259 -2.293 -0.15 0.38 0.81
H 5.426 2.643 -2.650 -0.29 0.09 0.20
H 5.912 4.338 -2.856 -0.25 0.06 0.16
H 5.605 3.316 -4.245 -0.20 0.11 0.28
H 4.114 5.247 -4.882 -0.16 -0.53 0.64
C -2.735 2.044 -2.239 0.12 0.23 0.07
C -3.358 0.944 -1.421 -0.40 -0.38 -0.79
C -3.224 -0.455 -2.038 -0.14 -0.17 -0.04
O -2.715 0.981 -0.169 0.19 0.62 0.26
H -2.984 1.995 -3.295 -0.29 -0.02 -0.06
H -1.664 1.908 -2.164 0.36 0.37 -0.01
H -3.056 3.016 -1.821 0.44 -0.35 -0.28
H -4.404 1.229 -1.330 -0.49 -0.26 0.29
H -2.172 -0.742 -1.941 -0.08 -0.02 -0.35
H -3.581 -0.554 -3.080 0.38 0.44 0.31
H -3.802 -1.211 -1.496 0.10 0.22 0.25
H -3.039 0.275 0.402 -0.05 -0.51 0.27
C -0.469 -3.080 -1.878 -0.15 0.01 0.83
C 0.726 -2.660 -2.692 -0.21 -1.39 1.46
C 0.715 -3.337 -4.027 0.95 0.85 -1.95
O 0.692 -1.273 -2.755 -0.57 0.88 0.08
H -1.340 -2.805 -2.458 -0.54 -0.52 -0.12
H -0.561 -2.482 -0.945 0.34 -0.51 -0.52
H -0.373 -4.167 -1.635 -0.49 0.84 -0.23
H 1.573 -2.972 -2.078 0.62 -0.06 -0.32
H -0.210 -3.162 -4.582 -0.13 0.33 0.22
H 0.846 -4.417 -4.096 0.30 0.00 0.65
H 1.530 -2.854 -4.642 -0.62 -0.68 0.34
H 1.264 -0.956 -3.440 0.54 0.24 -0.58
C 2.079 1.708 -0.458 0.07 0.55 -0.79
C 0.618 1.304 -0.466 0.11 -0.58 0.53
C 0.374 0.038 0.368 0.68 -0.13 -0.37
O -0.129 2.365 0.127 -0.14 0.11 -0.23
H 2.192 2.670 -0.990 -0.04 -0.29 0.27
H 2.644 0.976 -1.029 0.16 -0.18 -0.03
H 2.539 1.812 0.525 -0.33 -0.07 0.13
H 0.285 1.129 -1.509 0.14 0.13 0.40
H -0.673 -0.239 0.308 -0.14 -0.13 0.01
H 0.621 0.286 1.402 -0.01 -0.11 0.07
H 1.003 -0.818 0.041 -0.38 0.56 0.09
H -1.042 2.050 0.201 -0.20 0.03 -0.05
C 2.758 -3.749 3.990 0.15 -0.29 0.90
C 3.524 -3.112 2.868 -0.30 -0.17 -0.05
C 2.626 -2.203 2.040 1.16 -0.21 -0.96
O 4.589 -2.326 3.345 0.69 0.13 0.35
H 2.138 -4.508 3.528 -0.41 -0.26 0.26
H 2.158 -3.062 4.604 0.11 -0.04 -0.34
H 3.475 -4.246 4.670 -0.37 -0.01 -0.19
H 3.926 -3.990 2.318 -0.13 0.65 -0.41
H 1.792 -2.782 1.626 0.12 0.32 0.01
H 3.235 -1.740 1.228 -0.57 -0.47 0.33
H 2.280 -1.367 2.634 -0.28 0.01 0.34
H 5.132 -2.882 3.927 -0.18 0.32 -0.23
C -5.818 -2.358 0.755 0.36 -0.45 -0.62
C -5.133 -1.050 1.049 2.68 -0.04 0.23
C -5.547 -0.373 2.300 -0.88 0.24 0.59
O -3.662 -1.243 1.153 -0.67 -0.52 0.10
H -6.864 -2.169 0.614 -0.66 0.11 -0.52
H -5.817 -3.080 1.586 0.57 0.30 -0.12
H -5.365 -2.816 -0.162 -0.54 0.26 0.83
H -5.180 -0.308 0.240 -0.44 -0.55 -0.17
H -6.625 -0.276 2.278 -0.49 0.14 0.20
H -5.142 0.639 2.368 0.20 -0.26 0.15
H -5.296 -0.984 3.173 0.11 0.22 -0.02
H -3.427 -1.852 1.901 -0.40 0.63 -0.65
```
Forces are in eV/Å.

Its HOMO energy is -0.33534 Ha. As for the total energy: -42305.3973 eV. Its SMILES is CC(C)O.CC(C)O.CC(C)O.CC(C)O.CC(C)O.CC(C)O.CC(C)O.CC(C)O. Its HOMO-LUMO gap is 9.6 eV.

---

Which relative energy (zero: lowest compared OMol25 entry of this formula, charge and spin) belongs to each record? In order, 84.6 112.0 kJ/mol.